ORCA calculation (wB97M-V/def2-TZVPD) on 2 unconnected molecules or ions with the total composition C23H29N4 at a distorted geometry.

Properties
LUMO energy   -4.056 eV
ΔE to the lowest compared entry with this formula, charge and spin   0.000 eV
Kohn-Sham gap   0.2337 Ha
Total charge   +1
HOMO   -10.41 eV

Each line ends with the Mulliken charge.
Element x y z (Å)
C -0.414 3.654 0.542  -1.761
C 0.548 2.648 0.077  -0.047
N 1.657 3.025 -0.597  0.206
C 1.990 4.401 -0.926  -0.881
C 2.467 1.921 -0.863  0.197
C 1.858 0.785 -0.274  1.055
C 2.597 -0.396 -0.261  -0.048
C 3.810 -0.459 -0.966  -0.920
C 4.343 0.672 -1.611  -0.729
C 3.684 1.908 -1.529  -1.146
C 0.568 1.239 0.271  1.892
C -0.448 0.508 0.894  -0.338
C -0.430 -0.893 1.084  -0.275
C -0.577 -1.619 2.296  0.065
C -0.717 -1.148 3.683  -1.699
N -0.402 -2.941 2.042  0.158
C -0.378 -3.979 3.058  -0.914
C -0.169 -3.150 0.681  -0.335
C -0.197 -1.884 0.047  0.628
C 0.011 -1.801 -1.328  0.997
C 0.279 -2.981 -2.033  -1.188
C 0.341 -4.226 -1.380  -0.807
C 0.106 -4.329 0.000  -0.998
H -1.215 3.153 1.089  0.219
H 0.055 4.384 1.220  0.488
H -0.861 4.220 -0.289  0.387
H 2.932 4.389 -1.476  0.329
H 1.205 4.851 -1.550  0.319
H 2.110 5.015 -0.020  0.306
H 2.236 -1.251 0.304  0.491
H 4.352 -1.407 -1.015  0.418
H 5.276 0.586 -2.170  0.402
H 4.072 2.824 -1.980  0.265
H -1.264 1.075 1.347  0.372
H -0.784 -0.058 3.666  0.359
H -1.610 -1.552 4.180  0.382
H 0.156 -1.426 4.294  0.394
H -0.213 -4.931 2.549  0.332
H 0.430 -3.811 3.789  0.317
H -1.333 -4.010 3.602  0.305
H -0.024 -0.825 -1.815  0.540
H 0.443 -2.930 -3.110  0.440
H 0.559 -5.120 -1.966  0.412
H 0.114 -5.279 0.535  0.284
C -3.971 1.419 -0.321  -1.075
N -2.742 0.832 -0.859  0.592
C -2.359 1.524 -2.087  -0.886
N -3.044 -0.520 -1.185  -0.938
H -3.777 2.472 -0.099  0.353
H -4.795 1.338 -1.055  0.349
H -4.255 0.890 0.595  0.307
H -2.169 2.575 -1.835  0.274
H -1.441 1.089 -2.501  0.225
H -3.168 1.461 -2.842  0.315
H -2.210 -0.937 -1.599  0.303
H -3.231 -0.995 -0.302  0.309


ORCA calculation (wB97M-V/def2-TZVPD) on a molecular structure, C23H29N5O2V at a distorted geometry.

Properties
LUMO energy (spin up / spin down)   -7.488 / -11.721 eV
Spin multiplicity   2
Kohn-Sham gap (spin up / spin down)   0.2717 / 0.1146 Ha
Total charge   +2
HOMO (spin up / spin down)   -14.88 / -14.84 eV

Each line ends with the Mulliken charge.
Element x y z (Å)
O -1.522 1.252 -0.424  -0.483
V -0.104 0.937 0.251  1.205
O 0.300 2.215 1.191  -0.404
N -0.073 -0.874 -1.354  0.311
C 0.994 -1.389 -2.049  -0.141
C 0.950 -2.524 -2.864  -0.702
C -0.243 -3.231 -3.009  -0.290
C -1.325 -2.807 -2.270  -0.610
C -1.192 -1.621 -1.453  0.140
H 1.899 -0.838 -1.841  0.556
H 1.767 -2.959 -3.422  0.440
H -0.318 -4.012 -3.752  0.457
H -2.317 -3.227 -2.357  0.465
H -2.056 -1.314 -0.881  0.416
N 1.034 2.177 -1.597  0.152
C 0.588 2.269 -2.913  -0.036
C 1.002 3.187 -3.873  -0.897
C 2.019 4.042 -3.464  -0.102
C 2.566 3.952 -2.186  -0.783
C 2.086 3.005 -1.278  -0.078
H -0.188 1.548 -3.121  0.363
H 0.617 3.186 -4.882  0.415
H 2.359 4.791 -4.164  0.395
H 3.223 4.733 -1.834  0.377
H 2.493 2.981 -0.278  0.372
N -0.449 -0.657 1.935  0.105
C -1.672 -0.409 2.474  0.053
C -2.156 -1.073 3.574  -0.794
C -1.408 -2.031 4.231  -0.268
C -0.187 -2.327 3.671  -0.729
C 0.253 -1.670 2.536  -0.166
H -2.331 0.331 2.044  0.303
H -3.190 -0.895 3.831  0.409
H -1.729 -2.688 5.026  0.411
H 0.415 -3.127 4.077  0.411
H 1.244 -1.928 2.192  0.467
C 6.612 -1.098 3.114  -1.232
C 5.474 -0.931 2.099  -0.467
C 4.382 0.056 2.481  -0.480
C 3.258 0.005 1.510  0.072
N 2.370 0.041 0.770  -0.116
H 6.199 -1.303 4.102  0.347
H 7.230 -0.201 3.077  0.324
H 7.257 -1.934 2.844  0.348
H 5.057 -1.917 1.894  0.384
H 5.939 -0.630 1.161  0.299
H 4.765 1.074 2.400  0.309
H 3.996 -0.073 3.492  0.378
C -6.608 0.025 -1.550  -1.246
C -5.677 0.074 -0.321  -0.330
C -4.793 1.370 -0.207  0.390
C -4.141 1.727 -1.441  0.194
N -3.620 2.067 -2.409  -0.502
H -5.987 0.187 -2.431  0.348
H -7.362 0.813 -1.570  0.325
H -7.147 -0.923 -1.564  0.373
H -4.952 -0.718 -0.513  0.055
H -6.134 -0.111 0.650  0.415
H -4.066 1.163 0.577  -0.329
H -5.402 2.233 0.065  0.400


ORCA calculation (wB97M-V/def2-TZVPD) on 2 unconnected molecules or ions with the total composition C23H29N5O4 at a distorted geometry.

Properties
LUMO energy   -1.186 eV
ΔE to the lowest compared entry with this formula, charge and spin   6.685 eV
Kohn-Sham gap   0.2107 Ha
HOMO   -6.92 eV

Each line ends with the Mulliken charge.
Element x y z (Å)
C -5.684 2.160 -1.169  -0.662
O -4.819 1.225 -0.489  -0.315
C -4.143 1.731 0.558  0.460
N -3.180 0.738 0.951  -0.125
N -2.445 1.071 1.941  0.100
C -1.671 0.045 2.439  0.108
C -0.876 0.520 3.619  -0.858
C -1.680 -1.225 1.883  -0.028
C -0.815 -2.326 2.319  0.818
O -0.055 -2.183 3.301  -0.764
N -0.810 -3.550 1.678  0.085
C 0.000 -4.633 2.175  -1.026
C -1.524 -3.884 0.466  -0.935
O -4.331 2.830 1.058  -0.509
H -5.974 1.648 -2.087  0.229
H -6.568 2.395 -0.563  0.286
H -5.157 3.093 -1.405  0.310
H -0.223 -0.282 3.989  0.336
H -0.281 1.405 3.343  0.055
H -1.553 0.853 4.425  0.288
H -2.415 -1.412 1.109  0.345
H 0.550 -4.329 3.061  0.309
H -0.632 -5.494 2.419  0.310
H 0.703 -4.957 1.400  0.302
H -1.982 -2.999 0.022  0.294
H -0.823 -4.328 -0.258  0.313
H -2.310 -4.630 0.667  0.295
C 3.822 -1.582 -5.298  -1.044
N 3.649 -2.021 -3.922  0.126
C 3.683 -3.467 -3.770  -0.972
C 3.103 -1.198 -2.949  0.364
C 1.868 -0.537 -3.129  -0.502
C 1.354 0.258 -2.131  -0.485
N 2.051 0.523 -0.972  0.240
C 1.576 1.371 0.011  -0.826
C 0.355 2.080 -0.062  1.115
C 0.061 3.122 0.996  0.174
C -1.259 3.591 1.070  -0.407
C -1.685 4.393 2.128  -0.489
C -0.749 4.902 3.038  -0.470
C 0.598 4.527 2.913  -0.651
C 0.995 3.634 1.906  -0.132
O -0.534 1.866 -0.925  -0.857
C 3.282 -0.092 -0.797  -0.476
C 3.772 -0.975 -1.717  -0.440
H 3.900 -0.489 -5.345  0.317
H 4.751 -2.018 -5.695  0.322
H 2.992 -1.917 -5.940  0.342
H 3.527 -3.747 -2.723  0.316
H 2.899 -3.941 -4.388  0.295
H 4.654 -3.851 -4.112  0.303
H 1.269 -0.664 -4.030  0.401
H 0.388 0.733 -2.220  0.628
H 2.221 1.482 0.884  -0.011
H -1.951 3.334 0.273  0.596
H -2.746 4.622 2.205  0.397
H -1.067 5.590 3.821  0.385
H 1.345 4.919 3.608  0.376
H 2.041 3.330 1.816  0.246
H 3.799 0.195 0.119  0.363
H 4.734 -1.455 -1.518  0.435


ORCA calculation (wB97M-V/def2-TZVPD) on a molecular structure, C23H29N6O6Sn at a distorted geometry.

Properties
LUMO energy   -3.224 eV
ΔE to the lowest compared entry with this formula, charge and spin   1.107 eV
Kohn-Sham gap   0.3006 Ha
Total charge   +1
HOMO   -11.40 eV

Each line ends with the Mulliken charge.
Element x y z (Å)
Sn 0.800 -1.322 0.093  0.992
C -0.665 2.026 2.245  -0.878
C -1.395 2.067 0.963  0.649
O -1.168 1.071 0.088  0.251
C -2.330 2.926 0.453  -1.570
C -2.701 2.413 -0.800  1.100
C -3.674 2.898 -1.797  -1.211
N -2.000 1.307 -1.012  0.611
N -2.069 0.581 -2.086  -0.828
C -1.680 -0.674 -2.138  0.546
O -1.171 -1.312 -1.173  -0.813
C -1.952 -1.329 -3.429  0.616
C -2.066 -0.582 -4.600  -0.358
C -2.384 -1.211 -5.788  -0.753
C -2.610 -2.579 -5.814  -0.384
C -2.486 -3.327 -4.653  -0.674
C -2.145 -2.708 -3.466  -0.335
H 0.221 1.405 2.136  0.004
H -1.301 1.589 3.016  0.304
H -0.386 3.026 2.565  0.415
H -2.722 3.812 0.909  0.498
H -4.050 3.879 -1.526  0.380
H -4.511 2.204 -1.874  0.300
H -3.206 2.936 -2.779  0.317
H -1.897 0.482 -4.561  0.415
H -2.467 -0.637 -6.699  0.411
H -2.883 -3.064 -6.739  0.411
H -2.663 -4.391 -4.676  0.413
H -2.050 -3.275 -2.552  0.409
O 3.564 -0.504 5.631  -0.531
C 2.430 -1.106 5.912  0.510
O 2.107 -1.416 7.029  -0.580
C 1.515 -1.435 4.768  0.151
C 0.384 -2.222 4.922  -0.478
N -0.200 -2.329 3.723  -0.280
N 0.469 -1.654 2.787  0.078
C 1.518 -1.099 3.396  -0.120
C 2.443 -0.225 2.600  0.886
O 3.494 0.156 3.091  -0.796
O 2.041 0.082 1.424  -0.578
H 3.666 -0.238 4.673  0.451
H -0.003 -2.680 5.810  0.547
H -1.041 -2.835 3.486  0.149
C 4.437 0.633 -5.227  -1.066
C 4.685 0.304 -3.756  -0.859
N 3.608 0.717 -2.868  0.265
C 3.641 2.090 -2.378  -0.930
C 2.648 3.002 -3.096  -0.824
C 2.666 -0.136 -2.457  1.094
C 2.602 -1.511 -3.058  -1.699
N 1.767 0.130 -1.554  -0.084
H 5.214 0.168 -5.828  0.397
H 4.470 1.704 -5.400  0.324
H 3.471 0.259 -5.559  0.280
H 5.598 0.804 -3.424  0.393
H 4.850 -0.767 -3.641  0.451
H 4.652 2.473 -2.524  0.407
H 3.445 2.097 -1.301  0.428
H 2.876 3.061 -4.156  0.270
H 2.718 4.005 -2.682  0.400
H 1.627 2.645 -2.983  0.183
H 2.752 -1.498 -4.133  0.412
H 1.615 -1.926 -2.844  0.197
H 3.359 -2.148 -2.598  0.353
H 1.863 1.048 -1.128  -0.037


ORCA calculation (wB97M-V/def2-TZVPD) on a molecular structure, C23H30AsErN4O5S4 at a distorted geometry.

Properties
LUMO energy (spin up / spin down)   4.131 / 4.131 eV
Spin multiplicity   4
Kohn-Sham gap (spin up / spin down)   0.2078 / 0.2079 Ha
Total charge   -2
HOMO (spin up / spin down)   -1.52 / -1.53 eV

Each line ends with the Mulliken charge.
Element x y z (Å)
Er 1.263 -1.120 -0.234  0.805
O 1.931 -2.807 -4.342  -0.829
C 1.276 -2.475 -3.358  0.016
O 1.753 -2.186 -2.197  -0.451
C -0.236 -2.410 -3.438  0.157
C -0.889 -3.097 -2.224  -0.102
C -2.356 -3.404 -2.515  -1.162
C -2.975 -1.978 -2.485  -0.827
C -1.760 -1.125 -2.111  -0.369
O -1.007 -2.022 -1.264  -0.080
C -0.824 -0.949 -3.304  0.911
C 0.232 0.102 -3.007  -0.531
O 0.781 0.706 -3.917  -0.805
O 0.477 0.269 -1.741  -0.104
H -0.549 -2.874 -4.373  0.418
H -0.306 -3.893 -1.773  0.644
H -2.772 -4.029 -1.725  0.385
H -2.483 -3.915 -3.471  0.381
H -3.754 -1.899 -1.725  0.162
H -3.399 -1.670 -3.443  0.411
H -1.951 -0.213 -1.564  0.253
H -1.345 -0.653 -4.215  0.405
N 3.525 -0.116 -1.524  -0.170
C 4.286 0.830 -0.861  0.347
C 5.653 0.818 -0.809  -0.688
C 6.359 1.836 -0.119  -0.628
C 5.711 2.870 0.489  -0.909
C 4.288 2.888 0.481  0.713
C 3.508 3.888 1.108  -0.660
C 2.149 3.805 1.087  -1.118
C 1.544 2.675 0.479  -0.019
N 2.238 1.731 -0.088  0.620
C 3.587 1.854 -0.148  0.125
H 4.008 -0.844 -2.024  0.193
H 2.729 0.245 -2.040  0.238
H 6.196 0.023 -1.307  0.361
H 7.442 1.790 -0.095  0.350
H 6.254 3.657 1.000  0.351
H 4.010 4.710 1.609  0.368
H 1.530 4.558 1.560  0.392
H 0.468 2.531 0.516  0.305
S 3.374 -2.815 0.476  -0.516
As 2.193 -2.429 2.243  0.369
S 0.152 -2.851 1.559  -0.536
S 2.251 -0.234 2.325  -0.471
S 2.721 -3.402 4.060  -0.648
C -3.612 1.406 -0.028  -1.060
C -3.531 0.121 0.782  -0.346
N -3.016 0.301 2.129  0.321
C -3.946 0.111 3.218  -0.672
C -4.936 1.259 3.363  -1.188
C -1.636 0.351 2.299  0.861
C -1.115 0.346 3.712  -1.537
N -0.872 0.333 1.276  0.507
H -2.612 1.811 -0.195  0.066
H -4.210 2.160 0.493  0.425
H -4.074 1.219 -1.002  0.321
H -2.904 -0.613 0.271  -0.127
H -4.529 -0.316 0.883  0.464
H -3.392 -0.014 4.144  0.464
H -4.493 -0.828 3.067  0.321
H -4.406 2.198 3.544  0.270
H -5.624 1.081 4.195  0.432
H -5.534 1.386 2.456  0.261
H -1.537 1.160 4.310  0.363
H -0.029 0.414 3.676  0.220
H -1.361 -0.602 4.199  0.328
H 0.082 0.341 1.660  -0.752


ORCA calculation (wB97M-V/def2-TZVPD) on a molecular structure, C23H30BCrN7O5S.

Properties
LUMO energy (spin up / spin down)   -0.391 / -0.413 eV
ΔE to the lowest compared entry with this formula, charge and spin   0.000 eV
Spin multiplicity   5
Kohn-Sham gap (spin up / spin down)   0.2789 / 0.2783 Ha
HOMO (spin up / spin down)   -7.98 / -7.99 eV

Each line ends with the Mulliken charge.
Element x y z (Å)
Cr -0.185 -0.702 -0.055  0.129
N -0.237 -1.521 2.238  -0.467
C 0.773 -0.674 2.794  1.141
C 2.090 -1.107 2.843  -0.799
C 3.082 -0.233 3.238  -0.673
C 2.769 1.078 3.580  -0.283
C 1.445 1.494 3.566  -0.606
C 0.442 0.615 3.174  -0.291
S 4.081 2.240 3.935  1.284
O 4.878 2.180 2.701  -0.698
O 4.760 1.701 5.092  -0.702
O 3.390 3.499 4.129  -0.740
H -1.156 -1.251 2.569  0.256
H -0.090 -2.500 2.451  0.216
H 2.339 -2.122 2.550  0.334
H 4.117 -0.550 3.266  0.430
H 1.221 2.514 3.846  0.515
H -0.591 0.946 3.123  0.249
N -1.498 -2.139 -0.474  -0.342
C -2.194 -3.013 -0.769  0.287
N -3.037 -3.946 -1.106  0.030
C -2.594 -5.313 -1.424  -0.753
C -3.397 -6.302 -0.596  -0.543
C -4.896 -6.084 -0.801  -0.626
C -5.287 -4.644 -0.468  -0.565
C -4.470 -3.659 -1.288  -0.719
H -1.524 -5.386 -1.240  0.446
H -2.767 -5.476 -2.493  0.293
H -3.149 -6.159 0.460  0.293
H -3.106 -7.318 -0.867  0.336
H -5.463 -6.780 -0.183  0.311
H -5.155 -6.297 -1.844  0.307
H -5.120 -4.452 0.595  0.298
H -6.345 -4.471 -0.671  0.336
H -4.658 -2.625 -1.009  0.439
H -4.698 -3.770 -2.353  0.290
O -1.779 1.966 0.151  -0.044
B -1.390 0.917 -0.717  0.389
O -1.888 1.211 -2.006  -0.340
C -2.553 2.408 -1.909  0.676
C -3.205 3.110 -2.896  -0.904
C -3.802 4.314 -2.517  -0.475
C -3.736 4.772 -1.205  -0.541
C -3.070 4.047 -0.217  -0.862
C -2.487 2.864 -0.608  0.594
H -3.248 2.744 -3.913  0.453
H -4.324 4.903 -3.260  0.379
H -4.207 5.711 -0.946  0.378
H -3.010 4.393 0.806  0.465
C 4.546 2.160 -2.770  -1.508
C 4.883 2.706 -1.387  0.771
C 3.980 3.877 -1.012  -1.334
C 4.871 1.627 -0.309  -1.083
N 3.583 0.920 -0.240  1.120
C 2.451 1.289 0.346  -1.197
N 1.557 0.373 0.067  0.505
N 2.169 -0.574 -0.679  -0.040
N 3.396 -0.254 -0.867  -0.809
H 4.760 2.906 -3.536  0.456
H 3.484 1.910 -2.847  0.242
H 5.117 1.259 -3.004  0.371
H 5.918 3.060 -1.395  0.340
H 2.938 3.563 -0.916  0.230
H 4.006 4.642 -1.790  0.415
H 4.283 4.334 -0.069  0.394
H 5.048 2.046 0.684  0.384
H 5.611 0.854 -0.510  0.345
H 2.329 2.167 0.959  0.817